[1]
Below is a molecular structure, C30H26AlN13P at a distorted geometry, with properties calculated with ωB97M-V with the def2-TZVPD basis set.

```
71
Properties=species:S:1:pos:R:3
Al 1.31275 0.00812 -0.54969
N 0.56105 3.21705 -0.70123
C 1.24241 2.86806 0.44052
C 1.57969 3.91184 1.30809
C 2.26646 3.65224 2.46687
C 2.59727 2.32718 2.74944
C 2.21949 1.35636 1.86502
N 1.54709 1.58714 0.70547
C 0.15304 2.50394 -1.80048
C -0.44236 3.24670 -2.83014
C -0.87817 2.62443 -3.96826
C -0.73118 1.23961 -4.05468
C -0.15662 0.58264 -3.00557
N 0.29620 1.17408 -1.87245
H 0.40828 4.20713 -0.78988
H 1.29786 4.92368 1.04605
H 2.54007 4.45242 3.14022
H 3.13946 2.06098 3.64420
H 2.44467 0.32298 2.07435
H -0.53911 4.31820 -2.71109
H -1.32243 3.19060 -4.77481
H -1.05338 0.69471 -4.92945
H -0.04747 -0.48446 -3.04357
N 0.84720 -1.99856 -1.75236
C -0.42720 -2.65983 -1.57129
C -0.78737 -3.77335 -2.32046
C -2.00013 -4.40324 -2.09094
C -2.86015 -3.93648 -1.10454
C -2.51794 -2.81883 -0.36535
C -1.31005 -2.16457 -0.60492
P -0.85653 -0.65099 0.29268
C -2.23277 0.50822 0.12206
C -2.28580 1.61567 0.97173
C -3.20763 2.62418 0.74208
C -4.06660 2.54624 -0.34665
C -4.00360 1.45848 -1.20554
C -3.08658 0.44338 -0.97689
C -0.80742 -1.18754 2.02576
C 0.32780 -1.86180 2.48029
C 0.44364 -2.26158 3.79672
C -0.59508 -1.99786 4.67953
C -1.74216 -1.35654 4.24034
C -1.84609 -0.94379 2.92126
H 1.58058 -2.50117 -1.25530
H 1.14247 -2.03656 -2.72616
H -0.11365 -4.15889 -3.07679
H -2.27080 -5.27084 -2.67736
H -3.79648 -4.44365 -0.91415
H -3.18492 -2.43762 0.39879
H -1.61171 1.68002 1.81918
H -3.25819 3.47298 1.41162
H -4.78775 3.33320 -0.52394
H -4.67093 1.40019 -2.05548
H -3.03910 -0.40596 -1.64788
H 0.87791 -3.00590 0.94012
H 1.34135 -2.78530 4.09332
H -0.50681 -2.31367 5.71021
H -2.56232 -1.17443 4.92247
H -2.73744 -0.43690 2.57571
N 4.33853 -0.73823 0.29331
C 3.37514 -1.53667 0.90711
N 3.61550 -2.48529 1.72233
N 2.51503 -3.06542 2.20907
N 1.37213 -2.30876 1.51571
N 1.98001 -1.31355 0.68342
C 4.13919 -0.09607 -0.88796
N 5.06897 0.47290 -1.62945
N 4.40736 1.01601 -2.66782
N 3.15191 0.81467 -2.58857
N 2.91931 0.07490 -1.45067
H 5.29407 -0.91680 0.55671
```

## Properties
- lowest unoccupied orbital energy (eV) = -3.148
- total charge = +1
- HOMO-LUMO gap (eV) = 5.051
- HOMO level (eV) = -8.200
- multiplicity = 1
- max |F| (eV/A) = 1.2

***

[2]
Below is 6 unconnected molecules or ions with the total composition C31H70BrO23P5 at a distorted geometry, with properties calculated with ωB97M-V with the def2-TZVPD basis set.

```
130
Properties=species:S:1:pos:R:3
C 8.18481 -5.29050 2.88524
C 8.39793 -4.53524 1.41073
C 7.39388 -3.24574 1.25333
C 5.98158 -3.60900 0.43421
C 5.57798 -2.44661 -0.64978
C 4.64954 -1.23292 -0.05696
C 5.07315 -0.69180 1.43076
C 3.80121 0.10021 2.17427
C 3.16244 -0.79157 3.42775
C 2.83915 -2.34692 2.90922
C 1.50608 -2.99687 3.61160
C 1.28247 -4.59564 3.20059
C 0.22733 -4.60059 1.94587
C 0.58995 -4.43294 0.51243
Br 2.34952 -4.20467 -0.42139
C -0.76556 -4.44584 -0.41095
O -0.82183 -4.23937 -1.73062
O -1.80654 -4.68195 0.60310
C -1.41236 -4.78824 2.03047
O -2.18608 -5.02394 3.10956
H 8.12690 -6.46051 2.77707
H 7.16545 -4.95411 3.38468
H 9.03343 -4.97028 3.65563
H 9.52603 -4.14898 1.43470
H 8.18646 -5.29791 0.54850
H 7.90203 -2.29257 0.78247
H 7.04166 -2.96301 2.35758
H 5.13336 -3.88860 1.19487
H 6.24263 -4.59246 -0.18211
H 4.91881 -2.98909 -1.48434
H 6.52416 -2.03007 -1.24700
H 3.48535 -1.48203 -0.11956
H 4.79638 -0.31048 -0.80028
H 5.90028 0.12979 1.28795
H 5.40545 -1.51885 2.18899
H 4.25734 1.07037 2.69353
H 2.97538 0.39895 1.38557
H 2.08588 -0.32498 3.64665
H 3.83667 -0.79737 4.38530
H 3.78858 -3.02550 3.08360
H 2.60633 -2.24121 1.75174
H 1.44946 -2.82359 4.78229
H 0.56798 -2.42455 3.16241
H 0.76208 -5.10295 4.14642
H 2.28176 -5.16447 2.98390
C -5.05793 -1.16841 -4.36018
O -4.71513 -1.08400 -2.99034
P -5.19778 -2.23391 -1.79137
O -5.70282 -3.21774 -2.85328
O -6.40580 -1.24123 -1.28745
C -7.40835 -0.81741 -2.17830
O -5.68057 -3.38384 -0.59242
C -4.69504 -4.36215 -0.31447
H -4.16097 -1.42190 -4.93236
H -5.85316 -1.87740 -4.59459
H -5.40018 -0.18080 -4.68245
H -7.62385 -1.56398 -2.94730
H -7.10272 0.12349 -2.65123
H -8.32705 -0.62833 -1.61719
H -3.73659 -3.87862 -0.10444
H -4.58992 -5.03879 -1.16733
H -5.00541 -4.93479 0.55861
C 4.34280 7.96781 3.07847
O 4.01660 6.67580 3.55322
P 4.72602 5.21215 2.96396
O 5.79954 5.97781 2.18170
O 3.40977 4.92088 2.02517
C 3.00185 5.84814 1.04939
O 5.43543 3.74851 2.37455
C 6.50866 3.27737 3.16943
H 4.90731 8.49503 3.85277
H 4.90111 7.98840 2.14152
H 3.40784 8.50973 2.90947
H 3.84358 6.40017 0.62287
H 2.28407 6.55018 1.49017
H 2.49640 5.31489 0.24021
H 6.20468 3.23128 4.21920
H 7.37172 3.94059 3.06213
H 6.78278 2.27844 2.83251
C -10.95720 1.86528 -5.94432
O -11.28340 0.57327 -5.46956
P -10.57398 -0.89038 -6.05883
O -9.50046 -0.12472 -6.84109
O -11.89023 -1.18165 -6.99762
C -12.29815 -0.25439 -7.97340
O -9.86457 -2.35403 -6.64824
C -8.79134 -2.82516 -5.85336
H -10.39269 2.39250 -5.17002
H -10.39889 1.88587 -6.88126
H -11.89216 2.40719 -6.11331
H -11.45642 0.29764 -8.39992
H -13.01593 0.44765 -7.53261
H -12.80360 -0.78764 -8.78258
H -9.09532 -2.87125 -4.80359
H -7.92828 -2.16194 -5.96066
H -8.51722 -3.82409 -6.19028
C -1.76516 1.33028 3.99817
O -0.70958 1.27870 4.93849
P -0.61629 2.26682 6.35542
O -2.06033 2.75251 6.18370
O 0.43827 3.28226 5.61013
C 0.08426 3.94013 4.41839
O -0.52301 3.25508 7.77231
C -0.99526 2.61436 8.94366
H -2.36240 0.41859 4.08931
H -2.41516 2.20246 4.08065
H -1.32340 1.34995 2.99776
H -0.98582 4.15768 4.36572
H 0.37958 3.32498 3.56006
H 0.62957 4.88541 4.35757
H -0.51823 1.63611 9.05329
H -2.08103 2.49356 8.89104
H -0.74676 3.23184 9.80592
C 2.03122 1.85369 -6.26853
O 1.98294 2.97728 -5.41044
P 2.37186 2.93514 -3.72529
O 2.95385 1.52094 -3.83451
O 0.77776 2.88628 -3.33146
C -0.04889 1.85035 -3.80247
O 2.76071 2.89290 -2.04008
C 4.08742 3.29678 -1.75311
H 2.87729 1.96899 -6.95194
H 2.09856 0.88916 -5.76339
H 1.11242 1.84425 -6.86190
H 0.49382 0.90956 -3.92722
H -0.49870 2.14757 -4.75729
H -0.85829 1.68674 -3.08643
H 4.29829 4.25699 -2.23279
H 4.79302 2.54116 -2.11004
H 4.19596 3.40454 -0.67463
```

## Properties
- lowest unoccupied orbital energy (eV) = -3.052
- total charge = 0
- HOMO-LUMO gap (eV) = 6.229
- HOMO level (eV) = -9.280
- multiplicity = 1
- SMILES = CCCCCCCCCCCCC1=C(Br)C(=O)OC1=O.COP(=O)(OC)OC.COP(=O)(OC)OC.COP(=O)(OC)OC.COP(=O)(OC)OC.COP(=O)(OC)OC
- max |F| (eV/A) = 10.0